1.
{"formula": "C3H6NO", "method": "ωB97M-V/def2-TZVPD", "charge": 1, "lumo_ev": [-9.396, -8.634], "homo_energy_ha": [-0.620, -0.628], "e_above_lowest_ev": 3.8663, "species": ["C", "C", "C", "N", "O", "H", "H", "H", "H", "H", "H"], "coordinates": [[-0.36729, 0.31068, -1.02602], [-0.51666, -1.77294, 0.39725], [0.33589, 1.59619, -0.88267], [0.01854, -0.67861, -0.15347], [-1.15785, -0.06526, -1.87689], [-1.51258, -1.66156, 0.85224], [-0.49993, -2.64130, -0.30985], [0.22973, -2.14867, 1.13055], [-0.24722, 2.40992, -1.31386], [1.27740, 1.52601, -1.43895], [0.58476, 1.79949, 0.15877]]}



2.
{"formula": "C61H97ClNO7P", "method": "ωB97M-V/def2-TZVPD", "lumo_ev": -1.420, "homo_energy_ha": -0.310, "smiles": "CCP(CC)c1ccc2c(c1OC(=O)c1ccccc1)C(=O)c1c(CCCCN(C)C(C)=O)c(Cl)c(CCCO)c(CC=O)c1C2=O.CCCCCC.CCCCCC.CCCCCC.CCCCCC", "species": ["C", "C", "P", "C", "C", "C", "C", "C", "C", "C", "C", "O", "C", "O", "C", "C", "C", "C", "C", "C", "C", "O", "C", "C", "C", "C", "C", "C", "N", "C", "C", "C", "O", "C", "Cl", "C", "C", "C", "C", "O", "C", "C", "C", "O", "C", "C", "O", "H", "H", "H", "H", "H", "H", "H", "H", "H", "H", "H", "H", "H", "H", "H", "H", "H", "H", "H", "H", "H", "H", "H", "H", "H", "H", "H", "H", "H", "H", "H", "H", "H", "H", "H", "H", "H", "H", "H", "H", "H", "C", "C", "C", "C", "C", "C", "H", "H", "H", "H", "H", "H", "H", "H", "H", "H", "H", "H", "H", "H", "C", "C", "C", "C", "C", "C", "H", "H", "H", "H", "H", "H", "H", "H", "H", "H", "H", "H", "H", "H", "C", "C", "C", "C", "C", "C", "H", "H", "H", "H", "H", "H", "H", "H", "H", "H", "H", "H", "H", "H", "C", "C", "C", "C", "C", "C", "H", "H", "H", "H", "H", "H", "H", "H", "H", "H", "H", "H", "H", "H"], "coordinates": [[-3.00892, 4.39894, 3.59175], [-3.97617, 3.86506, 2.42190], [-3.29115, 4.45644, 0.72101], [-4.84972, 5.21263, -0.12388], [-4.33688, 6.49047, -0.96436], [-2.71568, 2.94088, -0.29086], [-2.92836, 2.87079, -1.84854], [-2.47117, 1.63686, -2.71259], [-1.81426, 0.40553, -2.04610], [-1.61269, 0.44792, -0.47998], [-2.02958, 1.68268, 0.35562], [-1.80657, 1.73448, 1.77145], [-0.44217, 2.06541, 2.05631], [0.16176, 1.35631, 2.91113], [0.37126, 3.27924, 1.43985], [1.06503, 4.27488, 2.44700], [1.91739, 5.45967, 1.86129], [2.10147, 5.71561, 0.34408], [1.41012, 4.74805, -0.64938], [0.59094, 3.57158, -0.06542], [-0.94904, -0.88558, 0.14480], [-0.06377, -0.88169, 1.06206], [-1.47340, -2.25496, -0.53228], [-1.82932, -3.53040, 0.28489], [-1.69922, -3.56590, 1.89839], [-3.08799, -3.04868, 2.60361], [-4.14331, -2.50884, 1.52508], [-5.49365, -1.88861, 2.20157], [-6.10038, -1.00327, 1.15819], [-6.70709, -1.76304, 0.02294], [-7.00763, 0.00414, 1.72045], [-7.21782, 1.33837, 0.81829], [-7.62768, -0.13175, 2.80805], [-2.35566, -4.76697, -0.48430], [-2.80058, -6.27487, 0.48945], [-2.57191, -4.86024, -2.02691], [-3.16073, -6.15035, -2.75316], [-2.20784, -7.45159, -2.71814], [-0.68721, -7.16994, -2.31839], [-0.00858, -6.61581, -3.47563], [-2.20701, -3.56310, -2.85304], [-2.37888, -3.46363, -4.44390], [-1.01035, -3.58259, -5.26313], [0.08470, -4.01091, -4.83363], [-1.67688, -2.29990, -2.09724], [-1.32513, -0.91202, -2.84675], [-0.69805, -0.83235, -3.92905], [-1.95454, 4.47827, 3.15713], [-2.98767, 3.69689, 4.51028], [-3.32521, 5.45052, 3.90382], [-5.04401, 4.26241, 2.59936], [-4.03790, 2.72360, 2.48695], [-5.42133, 4.43645, -0.75311], [-5.58828, 5.53297, 0.70745], [-3.21176, 6.35259, -1.13285], [-4.94824, 6.55155, -1.92714], [-4.45939, 7.44236, -0.33256], [-3.41572, 3.73980, -2.41956], [-2.59822, 1.59514, -3.85563], [0.97877, 4.10958, 3.58339], [2.45799, 6.18909, 2.57160], [2.73631, 6.57532, -0.08651], [1.49090, 4.84461, -1.79514], [0.09901, 2.85720, -0.81480], [-0.87819, -2.87103, 2.28513], [-1.42089, -4.62086, 2.27880], [-3.50344, -3.98333, 3.14328], [-2.90267, -2.23687, 3.38357], [-3.73512, -1.64979, 0.86532], [-4.50217, -3.40578, 0.90867], [-6.24111, -2.69653, 2.51828], [-5.25305, -1.22017, 3.10420], [-7.85295, -1.68633, -0.04088], [-6.40663, -2.87053, -0.01020], [-6.27497, -1.29927, -0.94859], [-6.84176, 2.28181, 1.36140], [-8.28280, 1.43237, 0.41984], [-6.53835, 1.24166, -0.11597], [-3.49767, -5.98236, -3.83092], [-4.12010, -6.43720, -2.16893], [-2.70951, -8.28464, -2.10029], [-2.18315, -7.86209, -3.80155], [-0.53895, -6.58253, -1.35087], [-0.20273, -8.20950, -2.13383], [0.90570, -6.34338, -3.21039], [-2.84429, -2.42339, -4.65273], [-3.10687, -4.22421, -4.88402], [-1.02158, -3.18589, -6.35082], [-2.75789, -1.48590, -12.52196], [-2.22176, -0.36835, -11.63920], [-1.25287, -0.85781, -10.56162], [-1.84792, -1.82823, -9.53727], [-3.06045, -1.30495, -8.76554], [-2.75163, -0.08212, -7.91568], [-3.33983, -2.21079, -11.94796], [-3.41312, -1.07499, -13.29478], [-1.94071, -2.01518, -13.01946], [-3.05769, 0.17403, -11.18421], [-1.69797, 0.35547, -12.27312], [-0.83807, 0.01232, -10.04097], [-0.40127, -1.34829, -11.04803], [-1.06188, -2.09853, -8.82214], [-2.12743, -2.76050, -10.04023], [-3.42299, -2.10277, -8.10810], [-3.88263, -1.07693, -9.45220], [-1.96003, -0.29920, -7.19245], [-3.64171, 0.22451, -7.35943], [-2.43637, 0.76705, -8.52716], [-0.72158, -0.34426, 5.24963], [-0.18327, 0.77493, 6.12777], [0.78292, 0.28749, 7.20878], [0.18395, -0.67647, 8.23720], [-1.02735, -0.14478, 9.00439], [-0.71533, 1.08224, 9.84862], [-1.30683, -1.06519, 5.82698], [-1.37395, 0.06551, 4.47490], [0.09443, -0.87797, 4.75522], [-1.01834, 1.32213, 6.57962], [0.34321, 1.49391, 5.49098], [1.19988, 1.15899, 7.72599], [1.63358, -0.20780, 6.72540], [0.96806, -0.94586, 8.95467], [-0.09792, -1.61028, 7.73851], [-1.39353, -0.93769, 9.66514], [-1.84757, 0.08241, 8.31510], [0.07422, 0.86641, 10.57398], [-1.60455, 1.39554, 10.40212], [-0.39606, 1.92694, 9.23287], [6.45723, 0.20668, 0.94978], [5.97360, -0.84831, -0.03429], [5.27740, -0.25884, -1.26185], [3.99824, 0.53190, -0.97238], [2.90455, -0.24032, -0.23344], [2.37720, -1.43523, -1.00760], [5.62706, 0.78390, 1.36371], [6.97831, -0.26797, 1.78602], [7.15341, 0.89898, 0.46783], [5.31152, -1.55396, 0.47896], [6.83734, -1.43166, -0.37236], [5.05326, -1.07098, -1.96228], [5.98070, 0.40066, -1.78487], [3.59449, 0.89490, -1.92506], [4.24830, 1.42793, -0.39335], [2.07026, 0.44240, -0.04035], [3.26523, -0.56901, 0.74703], [1.97180, -1.12422, -1.97545], [1.57508, -1.91780, -0.44451], [3.15503, -2.18214, -1.18715], [7.56768, 2.82188, 4.27066], [8.84251, 2.45890, 5.01764], [10.10377, 3.05349, 4.38934], [10.41131, 2.58114, 2.96521], [10.56352, 1.06892, 2.79588], [11.72279, 0.48674, 3.59141], [7.57068, 2.42823, 3.25145], [6.69790, 2.40269, 4.78371], [7.44012, 3.90682, 4.22200], [8.92850, 1.36935, 5.09051], [8.76081, 2.82746, 6.04617], [10.95768, 2.83207, 5.03918], [10.01237, 4.14633, 4.37881], [11.33411, 3.07022, 2.63174], [9.62533, 2.93334, 2.28807], [10.72753, 0.85458, 1.73457], [9.63511, 0.55736, 3.07154], [12.66822, 0.95457, 3.30265], [11.80741, -0.58694, 3.40406], [11.58505, 0.62349, 4.66703]]}



3.
{"formula": "C35H39BiN5", "method": "ωB97M-V/def2-TZVPD", "charge": -1, "lumo_ev": 2.012, "homo_energy_ha": -0.080, "species": ["Bi", "N", "N", "C", "C", "C", "C", "H", "H", "H", "C", "C", "H", "H", "H", "C", "C", "H", "H", "H", "C", "H", "H", "H", "C", "H", "H", "H", "C", "H", "C", "H", "C", "H", "C", "H", "C", "C", "H", "C", "C", "H", "C", "H", "N", "C", "C", "C", "H", "C", "C", "H", "H", "H", "C", "H", "C", "C", "H", "H", "H", "C", "H", "H", "H", "N", "C", "N", "C", "C", "C", "C", "C", "C", "H", "H", "H", "H", "H", "H"], "coordinates": [[0.93374, 1.12871, -0.62007], [0.65084, 1.64841, 3.94896], [0.07282, 4.14434, -2.12771], [-0.97157, -2.27367, -0.68577], [-1.88537, -1.43852, 0.01706], [-1.49534, -1.42583, 1.38991], [-2.10344, -0.63479, 2.48347], [-3.05563, -0.19269, 2.17376], [-1.45116, 0.18431, 2.81442], [-2.24686, -1.26293, 3.37340], [-0.32257, -2.21734, 1.52138], [0.45116, -2.42889, 2.76235], [0.22357, -3.41752, 3.19663], [0.20777, -1.66417, 3.50944], [1.53403, -2.39429, 2.57301], [-0.01166, -2.75812, 0.24640], [1.09024, -3.70649, -0.02481], [2.05171, -3.31022, 0.33308], [1.18288, -3.91429, -1.09552], [0.92056, -4.66511, 0.49110], [-3.02421, -0.71222, -0.58934], [-3.81267, -1.42030, -0.89231], [-2.72488, -0.15383, -1.49226], [-3.45938, -0.00661, 0.12831], [-1.05531, -2.62944, -2.12042], [-0.09564, -3.01790, -2.48172], [-1.31868, -1.76031, -2.74037], [-1.82107, -3.40660, -2.29073], [1.37615, 2.49460, 4.70105], [1.40530, 2.33071, 5.78064], [2.15950, 3.54232, 4.14103], [2.85430, 4.10080, 4.75806], [1.95968, 3.87904, 2.79450], [2.46096, 4.71071, 2.30481], [1.13642, 3.08331, 2.03513], [0.90538, 3.28298, 0.97924], [0.67607, 1.85278, 2.60253], [0.37610, 0.84399, 1.62053], [-0.69914, 0.93638, 1.36046], [0.28396, 2.83170, -2.33588], [-1.07604, 4.53354, -2.78356], [-1.59487, 5.44091, -2.49903], [-1.40674, 3.53837, -3.65365], [-2.10754, 3.59896, -4.46263], [-0.53565, 2.47640, -3.45921], [-0.51187, 1.28645, -4.21693], [-1.72091, 0.79369, -4.75278], [-1.66125, -0.18170, -5.76256], [-2.58037, -0.49932, -6.26451], [-0.43706, -0.75752, -6.13904], [-0.38418, -1.80481, -7.22413], [0.28447, -2.64478, -6.97327], [-0.02438, -1.37122, -8.17166], [-1.38819, -2.20466, -7.41235], [0.73421, -0.35697, -5.48438], [1.70640, -0.80011, -5.72627], [0.71961, 0.69755, -4.56340], [2.01571, 1.18782, -4.00582], [2.00006, 2.22210, -3.63551], [2.77746, 1.13483, -4.79302], [2.35770, 0.54218, -3.18515], [-3.06284, 1.27061, -4.30148], [-3.38114, 2.18369, -4.82520], [-3.10999, 1.44670, -3.21923], [-3.79315, 0.49459, -4.55754], [4.99761, 2.53972, -0.10916], [3.70710, 2.46096, -0.48655], [3.13035, 1.37770, 0.06252], [4.08595, 0.77418, 0.90564], [4.03100, -0.44468, 1.60531], [5.25637, -0.93682, 2.08175], [6.45160, -0.22905, 1.88950], [6.47850, 1.01379, 1.24156], [5.26764, 1.48104, 0.77222], [5.65211, 3.24685, -0.41811], [3.21692, 3.13455, -1.18972], [3.06046, -0.92193, 1.74444], [5.29711, -1.89292, 2.61069], [7.38785, -0.65651, 2.24487], [7.37096, 1.60880, 1.06506]]}